P | ORCA calculation (the ωB97M-V functional and the def2-TZVPD basis) on an isolated ion of composition C5H11N4 and charge +1.

Calculated values
HOMO-LUMO gap ... 11.157 eV
HOMO level ... -15.17 eV
Structure (SMILES) ... CCc1nn(C)n[n+]1C

```
! RIJCOSX wB97M-V def2-TZVPD def2/J DEFGRID3
* xyz 1 1
C 0.198 -0.349 0.229
C 2.776 -0.669 -0.295
C -3.186 -1.064 0.030
C 0.174 2.212 -0.405
C 1.568 -0.669 0.692
N -0.801 -1.201 0.301
N -1.592 0.645 -0.466
N -1.892 -0.554 -0.169
N -0.366 0.928 -0.241
H 3.501 -1.487 -0.188
H 3.365 0.160 -0.160
H 2.277 -0.621 -1.244
H -3.362 -0.923 1.143
H -3.852 -0.417 -0.488
H -3.130 -2.099 0.004
H -0.148 2.915 0.352
H 1.179 2.040 -0.478
H -0.144 2.694 -1.237
H 1.847 0.118 1.480
H 1.587 -1.658 1.140
*
```



Q | ORCA calculation (the ωB97M-V functional and the def2-TZVPD basis) on an isolated ion of composition C5H11N4 and charge +1.

Calculated values
HOMO-LUMO gap (alpha / beta) ... 8.177 / 8.175 eV
HOMO level (alpha / beta) ... -12.97 / -12.97 eV

```
! RIJCOSX wB97M-V def2-TZVPD def2/J DEFGRID3
* xyz 1 1
C -0.737 -0.686 0.261
C -0.515 1.652 0.873
C -1.438 0.517 0.252
C -1.705 0.923 -1.226
C 2.954 -1.221 -0.003
N 0.737 1.535 0.346
N 1.413 0.540 0.272
N 2.515 0.073 0.447
N -1.162 -1.896 0.128
H -0.940 2.597 0.598
H -0.278 1.520 1.989
H -2.440 0.705 0.774
H -0.715 1.217 -1.496
H -2.260 1.815 -1.411
H -2.177 0.044 -1.776
H 3.032 -1.061 -1.070
H 3.969 -1.468 0.336
H 2.256 -1.903 0.410
H -2.145 -2.279 -0.054
H -0.365 -2.624 0.349
*
```



Short version: P is the most stable of them.



P | ORCA calculation (the ωB97M-V functional and the def2-TZVPD basis) on one molecule with the formula C22H30N4O2.

Calculated values
HOMO-LUMO gap ... 8.621 eV
HOMO level ... -7.85 eV
Structure (SMILES) ... OCC[C@H]1CN(Cc2ccc(Oc3ncccn3)cc2)CCN1C1CCCC1

```
! RIJCOSX wB97M-V def2-TZVPD def2/J DEFGRID3
* xyz 0 1
O -2.659 -4.326 -0.330
C -3.151 -3.120 0.207
C -2.165 -1.962 0.063
H -1.928 -1.807 -0.990
H -1.237 -2.209 0.582
C -2.732 -0.658 0.645
N -3.991 -0.326 0.009
C -3.831 0.219 -1.321
H -4.779 0.647 -1.648
C -2.726 1.278 -1.456
N -1.491 0.771 -0.895
C -1.696 0.468 0.508
H -0.747 0.148 0.942
H -2.048 1.360 1.061
C -0.376 1.680 -1.096
C 0.926 1.027 -0.722
C 1.199 -0.265 -1.158
C 2.389 -0.882 -0.829
C 3.331 -0.207 -0.062
C 3.067 1.077 0.389
C 1.868 1.683 0.056
H 1.666 2.683 0.413
H 3.789 1.598 0.997
O 4.469 -0.917 0.280
C 5.666 -0.344 0.314
N 5.832 0.896 -0.136
C 7.060 1.382 -0.110
C 8.138 0.653 0.365
C 7.849 -0.630 0.813
N 6.630 -1.130 0.790
H 8.614 -1.287 1.205
H 9.136 1.055 0.386
H 7.166 2.392 -0.485
H 2.606 -1.887 -1.157
H 0.462 -0.782 -1.751
H -0.350 1.938 -2.161
H -0.503 2.620 -0.527
H -2.571 1.491 -2.517
H -3.026 2.220 -0.960
H -3.584 -0.606 -1.999
C -5.059 0.180 0.839
C -6.452 -0.223 0.287
H -6.911 -0.955 0.950
C -7.289 1.059 0.246
H -7.220 1.528 -0.738
H -8.341 0.873 0.458
C -6.632 1.961 1.287
H -6.903 3.010 1.167
H -6.916 1.643 2.291
C -5.147 1.708 1.058
H -4.526 2.038 1.891
H -4.830 2.235 0.159
H -6.359 -0.684 -0.694
H -4.929 -0.297 1.816
H -2.924 -0.821 1.711
H -3.338 -3.328 1.263
H -4.105 -2.844 -0.263
H -2.428 -4.176 -1.254
*
```



Q | ORCA calculation (the ωB97M-V functional and the def2-TZVPD basis) on one molecule with the formula C22H30N4O2.

Calculated values
HOMO-LUMO gap ... 8.444 eV
HOMO level ... -7.87 eV
Structure (SMILES) ... CCCCN(CC)CCNC(=O)c1cc2c(=O)n(C)c3ccccc3c2n1C

```
! RIJCOSX wB97M-V def2-TZVPD def2/J DEFGRID3
* xyz 0 1
C -8.890 -1.228 -0.406
C -7.468 -1.189 -0.951
C -6.475 -0.678 0.089
C -5.043 -0.661 -0.465
N -4.015 -0.158 0.427
C -4.032 1.286 0.602
H -3.564 1.527 1.557
C -3.223 1.960 -0.516
N -1.924 1.345 -0.612
C -0.779 2.002 -0.326
O -0.765 3.214 -0.142
C 0.412 1.131 -0.296
C 0.439 -0.245 -0.410
C 1.779 -0.640 -0.300
C 2.550 0.514 -0.124
N 1.705 1.580 -0.120
C 2.069 2.965 0.026
H 2.564 3.129 0.985
H 1.158 3.562 -0.004
H 2.724 3.276 -0.789
C 3.974 0.408 0.012
C 4.853 1.484 0.181
C 6.212 1.296 0.301
C 6.733 0.012 0.255
C 5.895 -1.068 0.089
C 4.510 -0.907 -0.036
N 3.706 -2.019 -0.202
C 2.324 -1.971 -0.342
O 1.664 -2.987 -0.483
C 4.296 -3.341 -0.238
H 3.474 -4.044 -0.371
H 4.810 -3.566 0.698
H 4.988 -3.439 -1.076
H 6.331 -2.052 0.057
H 7.796 -0.148 0.349
H 6.865 2.146 0.431
H 4.473 2.488 0.218
H -0.375 -0.924 -0.560
H -1.952 0.337 -0.614
H -3.079 3.021 -0.302
H -3.739 1.857 -1.476
H -5.048 1.702 0.611
C -3.870 -0.906 1.665
C -2.416 -0.930 2.131
H -2.029 0.076 2.271
H -1.793 -1.438 1.401
H -2.341 -1.461 3.076
H -4.188 -1.934 1.476
H -4.507 -0.500 2.467
H -4.760 -1.681 -0.747
H -5.019 -0.052 -1.372
H -6.765 0.329 0.396
H -6.517 -1.319 0.973
H -7.173 -2.193 -1.267
H -7.433 -0.543 -1.831
H -9.210 -0.233 -0.102
H -8.950 -1.885 0.458
H -9.580 -1.592 -1.163
*
```



Short version: Q is the most stable of them.